Record 1
DFT (the ωB97M-V functional and the def2-TZVPD basis) results for the molecule C17H27NO2.

XYZ file:
```
47
Properties=species:S:1:pos:R:3:nbo_charge:R:1
C -5.01 -0.79 1.04 -0.62
C -4.20 0.13 0.13 -0.06
O -3.02 0.47 0.82 -0.50
C -2.11 1.27 0.20 0.33
C -2.24 1.81 -1.08 -0.34
C -1.23 2.60 -1.59 -0.16
C -0.08 2.86 -0.88 -0.36
C 0.07 2.31 0.40 0.41
O 1.16 2.48 1.20 -0.52
C 2.40 2.85 0.63 -0.07
C 2.96 1.83 -0.37 -0.44
C 3.51 0.55 0.28 -0.41
C 2.50 -0.31 1.04 -0.22
N 1.94 -1.42 0.27 -0.45
C 1.18 -0.99 -0.89 -0.23
C 0.68 -2.19 -1.69 -0.40
C -0.20 -3.07 -0.81 -0.40
C 0.60 -3.47 0.42 -0.40
C 1.09 -2.22 1.14 -0.22
C -0.95 1.54 0.93 -0.34
H -5.24 -0.27 1.97 0.21
H -5.93 -1.08 0.55 0.21
H -4.44 -1.68 1.28 0.21
H -3.96 -0.39 -0.81 0.17
H -4.78 1.03 -0.11 0.17
H -3.12 1.62 -1.67 0.22
H -1.35 3.02 -2.58 0.21
H 0.69 3.48 -1.31 0.22
H 2.32 3.83 0.15 0.17
H 3.07 2.95 1.49 0.19
H 2.18 1.59 -1.09 0.22
H 3.78 2.32 -0.91 0.21
H 4.30 0.85 0.97 0.20
H 3.97 -0.07 -0.50 0.22
H 1.71 0.33 1.46 0.18
H 3.02 -0.77 1.88 0.19
H 1.85 -0.41 -1.54 0.20
H 0.32 -0.35 -0.61 0.17
H 1.54 -2.77 -2.03 0.20
H 0.13 -1.84 -2.56 0.21
H -0.54 -3.95 -1.36 0.21
H -1.09 -2.51 -0.50 0.19
H 1.46 -4.07 0.11 0.20
H -0.01 -4.07 1.10 0.21
H 1.69 -2.52 2.01 0.20
H 0.22 -1.64 1.50 0.16
H -0.84 1.12 1.92 0.23
```

## Properties
Net charge: 0
2S+1: 1
LUMO energy (eV): 0.884
SMILES string: CCOc1cccc(OCCCCN2CCCCC2)c1
Energy above the lowest of the compared OMol25 structures with the same formula, charge and spin (kcal per mole): 30.5

***

Record 2
DFT (the ωB97M-V functional and the def2-TZVPD basis) results for a cluster of 10 separate species, H19O10 in total.

XYZ file:
```
29
Properties=species:S:1:pos:R:3:nbo_charge:R:1
O -1.06 2.61 -0.32 -0.96
H -0.53 1.82 -0.08 0.49
H -1.08 -1.17 -1.20 0.49
O 3.36 -1.18 -0.34 -0.94
H 3.05 -0.31 -0.44 0.46
H 0.90 2.03 -1.01 0.51
O 1.45 1.51 0.88 -1.04
H 2.53 -1.70 -0.41 0.47
H 2.37 1.57 0.62 0.45
O -0.02 0.29 -3.64 -0.95
H -1.44 -3.24 1.33 0.51
H -0.49 3.42 -0.25 0.47
O -1.24 -3.86 2.09 -0.98
H -2.12 -0.27 -1.48 0.46
H -0.28 0.08 -2.75 0.48
O -1.93 0.29 3.54 -0.95
H -2.73 0.80 3.43 0.48
H -1.18 0.86 3.31 0.48
O 0.51 -0.35 -0.48 -1.25
H 0.99 -1.02 -0.96 0.43
H -0.76 -0.97 0.74 0.50
O -1.47 -1.27 1.30 -0.98
H -1.13 -1.13 2.17 0.46
H -0.75 -3.35 2.74 0.46
O -2.01 -1.20 -1.63 -0.97
H 1.37 0.55 0.34 0.50
O 1.46 2.40 -1.78 -0.99
H 0.41 1.12 -3.40 0.46
H 1.79 1.67 -2.32 0.46
```

## Properties
Net charge: -1
2S+1: 1
LUMO energy (eV): 3.002
Energy above the lowest of the compared OMol25 structures with the same formula, charge and spin (kcal per mole): 39.5

***

Record 3
DFT (the ωB97M-V functional and the def2-TZVPD basis) results for a structure of composition C24H20ClN2O7OsPS2.

XYZ file:
```
58
Properties=species:S:1:pos:R:3:lowdin_spin:R:1
Os -1.13 0.28 -0.70 2.42
O -2.06 2.71 1.77 0.00
Cl -2.83 1.82 1.02 0.01
O -4.13 1.69 1.43 0.01
O -2.15 0.47 1.12 0.04
O -2.71 2.10 -0.38 0.09
O -0.41 -2.09 -2.63 0.02
S 0.54 -1.02 -2.85 0.02
O 1.46 -1.07 -1.37 0.04
O -0.21 0.31 -2.45 0.11
C 2.48 -0.16 -1.35 0.00
C 3.59 -0.28 -2.17 0.00
C 4.57 0.70 -2.13 0.00
C 4.44 1.80 -1.28 0.00
C 3.33 1.93 -0.47 0.00
C 2.34 0.95 -0.52 0.01
P 0.81 1.02 0.45 0.05
C 1.17 0.08 1.96 0.00
C 2.40 0.30 2.58 0.00
C 2.71 -0.39 3.74 0.00
C 1.84 -1.34 4.24 0.00
C 0.62 -1.57 3.61 0.00
C 0.28 -0.86 2.48 0.00
C 0.59 2.78 0.76 0.03
C 0.44 3.56 -0.39 0.01
C 0.33 4.93 -0.28 0.00
C 0.34 5.52 0.98 0.01
C 0.46 4.74 2.12 0.00
C 0.57 3.36 2.02 0.01
H 3.69 -1.13 -2.83 0.00
H 5.43 0.61 -2.77 0.00
H 5.22 2.55 -1.27 0.00
H 3.22 2.78 0.19 0.00
H 3.09 1.02 2.17 0.00
H 3.64 -0.18 4.25 0.00
H 2.10 -1.88 5.14 0.00
H -0.06 -2.31 4.02 0.00
H -0.68 -1.01 2.00 0.00
H 0.41 3.08 -1.37 0.00
H 0.23 5.54 -1.17 0.00
H 0.23 6.59 1.07 0.00
H 0.46 5.20 3.10 0.00
H 0.64 2.75 2.91 0.00
N -3.45 -6.27 -1.82 0.01
C -3.68 -5.19 -2.53 0.09
S -4.34 -5.31 -4.06 0.82
C -3.32 -3.86 -1.99 0.03
C -2.52 -3.72 -0.86 0.00
C -2.13 -2.46 -0.46 0.02
N -2.49 -1.36 -1.12 0.05
C -3.30 -1.46 -2.16 0.02
C -3.75 -2.69 -2.62 0.02
H -3.65 -7.18 -2.21 0.01
H -3.06 -6.25 -0.89 0.00
H -2.13 -4.56 -0.31 0.00
H -1.50 -2.34 0.41 0.00
H -3.60 -0.54 -2.64 0.00
H -4.39 -2.73 -3.49 0.01
```

## Properties
<S²>: 6.02
Net charge: +2
2S+1: 5
LUMO energy (alpha / beta) (eV): -8.069 / -10.163
Energy above the lowest of the compared OMol25 structures with the same formula, charge and spin (kcal per mole): 2.8

***

Record 4
DFT (the ωB97M-V functional and the def2-TZVPD basis) results for a structure of composition C47H63F5N4O7RbSSbTe.

XYZ file:
```
130
Properties=species:S:1:pos:R:3:lowdin_charge:R:1
Rb -0.42 -0.23 0.46 0.87
O -5.31 -5.99 2.42 -0.06
C -5.16 -5.70 1.22 -0.70
O -5.65 -6.22 0.20 -0.07
C -4.36 -4.39 0.96 -0.09
C -4.06 -4.00 -0.33 0.03
C -3.30 -2.86 -0.53 -0.22
N -2.85 -2.10 0.48 0.13
C -3.16 -2.45 1.73 -0.18
C -3.90 -3.60 2.00 0.06
C -2.56 -1.56 2.83 -0.43
C -3.27 -1.64 4.16 -0.05
C -3.10 -0.62 5.03 -0.15
C -2.44 0.58 4.65 -0.14
C -2.25 0.74 3.29 -0.24
N -2.42 -0.19 2.36 -0.10
C -2.89 -2.42 -1.90 -0.21
C -2.78 -3.32 -2.96 -0.02
C -2.37 -2.85 -4.19 -0.05
C -2.07 -1.51 -4.35 -0.04
C -2.19 -0.68 -3.24 -0.11
N -2.59 -1.13 -2.05 0.10
H -4.45 -4.60 -1.15 0.11
H -4.12 -3.93 3.01 0.11
H -3.85 -2.52 4.42 0.08
H -3.56 -0.70 6.02 0.09
H -2.30 1.41 5.34 0.06
H -2.03 1.74 2.90 0.09
H -3.01 -4.36 -2.80 0.11
H -2.27 -3.54 -5.03 0.11
H -1.75 -1.10 -5.30 0.09
H -1.97 0.38 -3.30 0.09
O -3.19 0.88 -0.06 -0.25
H -3.09 0.47 0.85 -0.01
H -3.06 0.10 -0.65 -0.03
O 1.79 0.11 -1.13 -0.20
H 2.19 0.13 -2.00 -0.03
H 1.08 -0.55 -1.26 -0.09
O -0.95 2.70 -0.05 -0.23
H -1.72 2.16 0.20 -0.04
H -0.71 2.39 -0.94 -0.03
O 0.03 2.02 -2.87 -0.11
H 0.49 2.79 -3.23 0.04
H 0.39 1.28 -3.39 -0.06
C 1.24 -5.19 -2.90 -0.05
N 0.58 -4.28 -1.99 -0.16
C -0.29 -4.84 -0.97 -0.02
C 0.72 -2.95 -2.13 -0.29
O 0.14 -2.14 -1.41 -0.14
H 0.51 -5.72 -3.52 0.09
H 1.81 -5.93 -2.34 0.09
H 1.91 -4.64 -3.55 0.08
H -1.00 -5.53 -1.43 0.09
H -0.84 -4.03 -0.49 0.08
H 0.29 -5.38 -0.22 0.10
H 1.37 -2.63 -2.96 0.10
C -3.95 4.45 -3.77 -0.50
Te -3.67 3.07 -2.15 1.23
C -5.17 1.73 -2.85 -0.46
H -4.99 4.78 -3.81 -0.02
H -3.67 4.00 -4.71 -0.01
H -3.32 5.31 -3.58 -0.02
H -4.87 1.30 -3.80 -0.01
H -6.12 2.25 -2.94 -0.01
H -5.24 0.94 -2.10 -0.01
C 0.36 3.43 4.20 -0.14
C 1.31 4.16 3.25 -0.71
C 0.53 5.30 2.59 -0.13
C 2.47 4.74 4.04 -0.12
Sb 1.83 2.70 1.67 1.64
C 3.53 1.62 2.59 -0.70
C 3.79 0.43 1.67 -0.14
C 3.03 1.05 3.93 -0.13
C 4.84 2.36 2.81 -0.12
C 2.83 3.98 0.18 -0.69
C 3.66 3.06 -0.71 -0.12
C 1.73 4.59 -0.69 -0.13
C 3.72 5.09 0.72 -0.12
H 0.06 4.11 5.01 0.08
H 0.80 2.54 4.65 0.06
H -0.54 3.11 3.69 0.05
H 0.05 5.90 3.38 0.08
H -0.26 4.92 1.93 0.08
H 1.17 5.96 2.02 0.05
H 2.08 5.49 4.75 0.08
H 3.21 5.24 3.41 0.06
H 3.00 3.99 4.63 0.06
H 2.89 -0.19 1.54 0.05
H 4.57 -0.22 2.10 0.08
H 4.11 0.72 0.67 0.06
H 2.08 0.53 3.82 0.07
H 2.92 1.82 4.69 0.06
H 3.76 0.31 4.30 0.08
H 5.31 2.64 1.86 0.06
H 5.55 1.70 3.33 0.08
H 4.73 3.26 3.41 0.06
H 3.07 2.23 -1.10 0.06
H 4.53 2.64 -0.19 0.06
H 4.05 3.63 -1.57 0.09
H 1.10 3.83 -1.13 0.05
H 2.20 5.16 -1.51 0.08
H 1.09 5.28 -0.14 0.06
H 4.51 4.72 1.38 0.06
H 3.15 5.84 1.28 0.05
H 4.20 5.61 -0.12 0.08
C -1.15 -2.09 3.06 0.07
C -0.03 -2.37 3.41 0.03
C 1.30 -2.70 3.83 -0.24
C 1.60 -2.84 5.19 -0.03
C 2.89 -3.14 5.60 -0.10
C 3.91 -3.30 4.66 -0.11
C 3.62 -3.17 3.31 -0.10
C 2.33 -2.88 2.90 -0.04
H 0.81 -2.70 5.91 0.12
H 3.11 -3.23 6.66 0.10
H 4.91 -3.53 4.98 0.09
H 4.40 -3.30 2.57 0.10
H 2.10 -2.78 1.84 0.11
F -1.20 -2.14 -9.23 0.09
C -0.51 -1.71 -8.17 -0.16
C 0.03 -2.60 -7.27 -0.17
F -0.16 -3.92 -7.45 0.09
C 0.75 -2.14 -6.18 -0.26
F 1.23 -3.09 -5.35 0.05
C 0.98 -0.79 -5.92 -0.60
S 1.86 -0.22 -4.53 0.60
C 0.42 0.08 -6.86 -0.26
F 0.57 1.40 -6.73 0.07
C -0.30 -0.35 -7.96 -0.16
F -0.81 0.53 -8.83 0.10
```

## Properties
Net charge: -2
2S+1: 1
LUMO energy (eV): 3.304
Energy above the lowest of the compared OMol25 structures with the same formula, charge and spin (kcal per mole): 2.7

***

Record 5
DFT (the ωB97M-V functional and the def2-TZVPD basis) results for a cluster of 2 separate species, C5H4FN5O4 in total.

XYZ file:
```
19
Properties=species:S:1:pos:R:3:nbo_charge:R:1
C 1.55 -0.04 0.59 -0.05
C 1.92 -0.96 1.50 0.23
C 1.00 -1.97 2.02 0.60
C -0.74 -0.84 0.60 0.80
C -2.16 1.55 -2.25 0.86
N 0.57 1.74 -1.37 0.17
N -0.29 -1.77 1.50 -0.63
N 0.26 0.02 0.11 -0.28
N -2.99 0.92 -1.70 -0.72
N -0.18 0.87 -0.86 -0.08
O 1.23 -2.86 2.79 -0.54
O -1.89 -0.78 0.26 -0.62
O -1.55 2.28 -2.93 -0.59
O 1.75 2.04 -1.16 -0.47
F 3.18 -0.98 1.94 -0.29
H 2.26 0.68 0.22 0.29
H -0.99 -2.42 1.83 0.44
H 0.06 2.26 -2.12 0.42
H -2.97 0.24 -0.97 0.45
```

## Properties
Net charge: 0
2S+1: 1
LUMO energy (alpha / beta) (eV): -0.507 / -0.507

***

Record 6
DFT (the ωB97M-V functional and the def2-TZVPD basis) results for the molecule CH6N2O3S.

XYZ file:
```
13
Properties=species:S:1:pos:R:3:nbo_charge:R:1
N 0.82 0.42 -1.19 -0.86
C 0.64 -0.27 -0.06 -0.12
N 1.39 0.33 1.04 -0.82
S -1.17 -0.19 0.34 2.32
O -1.62 -1.35 1.03 -0.95
O -1.29 1.14 0.84 -0.92
O -1.76 -0.42 -1.11 -0.87
H 0.27 1.27 -0.97 0.37
H 1.72 0.46 -1.64 0.41
H 1.02 -1.38 -0.15 0.21
H 0.88 -0.04 1.93 0.35
H 1.10 1.37 1.00 0.36
H -2.00 -1.35 -1.05 0.52
```

## Properties
Net charge: 0
2S+1: 1
LUMO energy (eV): 0.609
SMILES string: NC(N)S(=O)(=O)O
Energy above the lowest of the compared OMol25 structures with the same formula, charge and spin (kcal per mole): 17.9

***

Record 7
DFT (the ωB97M-V functional and the def2-TZVPD basis) results for a cluster of 2 separate species, C3H10N2O in total.

XYZ file:
```
16
Properties=species:S:1:pos:R:3:nbo_charge:R:1
C -1.05 0.57 -0.38 0.06
C 0.69 -1.13 0.82 -0.38
C -1.29 1.51 0.77 -0.66
N 1.63 -0.74 -0.10 -0.30
N -0.02 0.80 -1.19 -0.74
O 1.62 -1.73 -1.17 -0.63
H 2.53 -1.70 -1.49 0.47
H -1.93 0.06 -0.78 0.20
H 0.99 0.33 -0.72 0.37
H -0.10 0.28 -2.06 0.37
H 0.53 -2.21 0.91 0.22
H 0.85 -0.64 1.78 0.21
H -0.40 -0.67 0.47 0.14
H -1.78 2.42 0.41 0.23
H -0.34 1.80 1.22 0.22
H -1.92 1.06 1.53 0.22
```

## Properties
Net charge: 0
2S+1: 1
LUMO energy (eV): 0.874
Energy above the lowest of the compared OMol25 structures with the same formula, charge and spin (kcal per mole): 106.0

***

Record 8
DFT (the ωB97M-V functional and the def2-TZVPD basis) results for the molecule C4H6N2S.

XYZ file:
```
13
Properties=species:S:1:pos:R:3:nbo_charge:R:1
C -1.28 0.30 -0.55 0.08
N -1.45 -0.97 -0.71 -0.22
N -0.94 -1.83 0.17 -0.22
C 0.37 -1.96 0.20 -0.12
S 1.65 -0.88 -0.49 0.19
C 1.15 0.84 -0.09 -0.51
C -0.31 0.95 0.40 -0.49
H -1.70 0.95 -1.25 0.18
H 0.69 -2.65 0.94 0.20
H 1.14 1.40 -1.04 0.22
H 1.82 1.37 0.64 0.23
H -0.55 0.49 1.36 0.23
H -0.60 2.01 0.40 0.22
```

## Properties
Net charge: 0
2S+1: 1
LUMO energy (eV): 0.501
SMILES string: C1=NN=CSCC1
Energy above the lowest of the compared OMol25 structures with the same formula, charge and spin (kcal per mole): 59.4

***

Record 9
DFT (the ωB97M-V functional and the def2-TZVPD basis) results for a cluster of 2 separate species, C18H32ClN3O2 in total.

XYZ file:
```
56
Properties=species:S:1:pos:R:3:nbo_charge:R:1
C 1.47 3.04 -1.38 -0.62
C 1.27 3.02 0.14 -0.40
C 2.56 2.99 0.98 -0.40
C 3.64 2.00 0.49 -0.41
C 3.70 0.69 1.29 -0.39
C 2.77 -0.36 0.61 -0.40
C 3.45 -0.95 -0.64 -0.40
C 2.59 -2.13 -1.15 -0.39
C 1.21 -1.65 -1.65 -0.40
C 0.09 -2.66 -1.29 -0.46
C -1.00 -2.08 -0.47 0.44
N -1.49 -0.86 -0.42 -0.44
C -2.55 -0.77 0.47 0.21
C -3.36 0.44 0.81 -0.46
C -3.62 1.32 -0.43 0.09
C -3.47 2.83 -0.08 -0.64
O -2.69 1.02 -1.45 -0.79
C -2.70 -2.01 1.02 0.12
C -3.63 -2.55 2.05 -0.66
N -1.71 -2.80 0.42 -0.03
O -1.48 -4.14 0.69 -0.28
C -0.56 -4.22 1.63 0.50
N 0.29 -4.21 2.39 -0.33
H 0.61 3.50 -1.86 0.22
H 2.41 3.51 -1.68 0.21
H 1.49 2.01 -1.75 0.19
H 0.58 2.22 0.45 0.19
H 0.75 3.95 0.41 0.20
H 2.99 3.98 1.10 0.21
H 2.27 2.66 1.98 0.20
H 4.61 2.49 0.64 0.21
H 3.59 1.78 -0.58 0.20
H 4.71 0.29 1.25 0.20
H 3.34 0.82 2.31 0.20
H 2.54 -1.20 1.27 0.20
H 1.83 0.16 0.38 0.19
H 3.53 -0.24 -1.46 0.20
H 4.41 -1.37 -0.34 0.21
H 2.51 -2.85 -0.33 0.19
H 3.09 -2.64 -1.98 0.21
H 1.28 -1.64 -2.74 0.22
H 0.99 -0.63 -1.33 0.20
H 0.50 -3.52 -0.76 0.24
H -0.35 -3.05 -2.21 0.26
H -1.18 -0.07 -0.97 0.49
H -2.93 0.99 1.65 0.22
H -4.32 0.06 1.17 0.25
H -4.63 1.14 -0.80 0.23
H -4.45 3.32 -0.07 0.21
H -2.95 2.99 0.87 0.19
H -2.86 3.31 -0.85 0.23
H -3.15 1.02 -2.31 0.53
H -3.65 -1.95 2.96 0.24
H -3.26 -3.53 2.34 0.23
H -4.64 -2.72 1.65 0.26
Cl -4.44 -0.74 -2.48 -0.94
```

## Properties
Net charge: 0
2S+1: 1
LUMO energy (eV): -0.151

***

Record 10
DFT (the ωB97M-V functional and the def2-TZVPD basis) results for a cluster of 2 separate species, C9H5IN2 in total.

XYZ file:
```
17
Properties=species:S:1:pos:R:3:lowdin_spin:R:1
C -0.17 2.12 1.42 0.12
C -0.05 0.81 2.01 0.01
C 0.11 2.11 -1.37 0.20
C -0.17 2.11 0.00 0.02
C 0.12 0.87 -0.74 0.06
C 0.31 -0.39 -0.19 0.15
C 0.28 -0.37 1.25 0.14
C 0.54 -1.73 -0.57 0.01
C 0.52 -2.45 -1.68 0.31
N 0.56 -2.39 0.69 0.11
N 0.36 -1.64 1.68 -0.04
I -2.77 -0.23 -1.19 0.85
H -0.40 3.09 1.84 0.01
H -0.10 0.86 3.12 0.00
H -0.11 2.63 -2.25 0.01
H 0.97 -3.36 -1.56 0.02
H -0.01 -2.06 -2.49 0.02
```

## Properties
<S²>: 2.08
Net charge: 0
2S+1: 3
LUMO energy (alpha / beta) (eV): -0.834 / -3.093

***

Number 1: F_max 0.6 eV/A. Number 2: F_max 2.6 eV/A. Number 3: F_max 1.9 eV/A. Number 4: F_max 1.0 eV/A. Number 5: F_max 1.5 eV/A. Number 6: F_max 5.0 eV/A. Number 7: F_max 0.9 eV/A. Number 8: F_max 3.6 eV/A. Number 9: F_max 1.6 eV/A. Number 10: F_max 3.2 eV/A.